# 1
Formula: C24H50NO13S5
Source: the OMol25 dataset
Level of theory: ωB97M-V/def2-TZVPD

Net charge: +1
ΔE to the lowest compared entry with this formula, charge and spin in eV: 2.6916
E in eV: -107964.738
LUMO level in eV: -1.8489
HOMO energy in hartree: -0.44769

The geometry in XYZ format:
```
93
Properties=species:S:1:pos:R:3:forces:R:3
N 0.73570 0.20026 -0.24796 -3.07 -0.35 1.36
H 1.02895 -0.72960 -0.27596 1.21 -1.91 0.73
H 0.41228 0.62179 0.60460 0.25 -0.36 1.13
H -0.09712 0.19860 -0.77793 -1.99 -0.15 -1.24
H 1.26496 0.80310 -0.73328 3.19 2.66 -2.10
C 2.45647 1.06728 3.57346 -0.82 -1.12 -1.51
C 2.46990 -0.51722 3.76176 0.40 3.78 2.93
C 1.60170 -1.20764 4.94892 -1.61 6.18 -5.35
O 1.04821 -2.17784 4.19754 -1.87 -2.30 -1.11
C 1.27854 -2.05515 2.87251 -1.75 -3.24 -0.92
O 0.82521 -2.80750 2.06032 -0.08 0.41 0.24
O 2.12078 -1.10815 2.56971 0.27 0.76 -0.04
H 1.47586 1.18352 3.01259 1.12 0.60 0.52
H 3.35041 1.37136 2.88737 -1.76 -0.43 1.32
H 2.42412 1.67702 4.49356 0.19 -0.52 -0.39
H 3.44382 -0.69284 3.99597 3.07 -1.13 0.27
H 0.89400 -0.35783 5.20112 0.12 -1.28 0.26
H 2.04525 -1.56148 5.75146 2.60 -1.57 3.65
C -3.80984 -1.93846 -1.00562 9.75 4.35 -4.48
C -4.05002 -1.60747 -2.49967 -3.86 -1.13 -0.35
C -3.13677 -2.34551 -3.36335 2.65 -1.43 -0.75
S -1.67353 -2.58775 -2.29174 1.20 -7.05 -2.98
O -0.87323 -1.43526 -2.13308 0.69 2.53 0.86
O -0.89741 -3.81221 -2.78479 -2.30 3.27 1.47
C -2.70415 -2.98017 -0.90782 -0.92 -0.81 -0.66
H -4.54332 -2.28499 -0.60906 -8.90 -3.45 5.00
H -3.31049 -1.13536 -0.53134 -0.65 1.67 0.76
H -4.02995 -0.59952 -2.80764 -0.06 1.48 0.47
H -5.12693 -2.00024 -2.77426 1.83 0.99 0.56
H -2.76003 -1.97091 -4.34023 -0.58 0.16 0.74
H -3.47685 -3.37116 -3.50590 0.25 -0.06 -0.17
H -2.19045 -3.26121 -0.00801 0.46 0.90 0.66
H -3.31142 -3.84907 -1.07978 0.68 -1.27 -0.98
C -4.43015 0.92845 3.42531 5.40 -5.65 -2.22
C -3.96740 0.51440 4.69654 2.47 2.46 1.50
C -2.47945 0.17599 4.55783 -3.89 5.49 -6.04
S -2.39459 -0.67630 3.03876 0.12 -4.43 1.42
O -2.36652 -2.11840 3.36470 0.20 1.87 -0.64
O -1.41059 -0.14111 2.17050 1.70 1.00 -1.04
C -3.98613 -0.31818 2.54436 -1.55 0.83 0.92
H -4.00837 1.72643 2.97314 1.78 2.87 -0.91
H -5.34967 0.98488 3.30733 -8.70 0.76 -0.62
H -4.52525 -0.13694 5.21826 -1.98 -3.08 1.14
H -4.13984 1.38770 5.24618 0.67 1.47 1.90
H -2.18036 -0.32198 5.29318 3.49 -3.79 6.04
H -2.11256 1.15789 4.23445 1.08 -0.21 1.04
H -4.44494 -1.28324 2.74643 -0.83 0.35 0.17
H -4.13594 -0.01553 1.57539 0.30 0.09 -2.71
C -4.31151 3.68725 -0.42789 -2.34 -0.34 -1.04
C -3.83405 3.94113 -1.92090 -1.64 -3.15 0.09
C -2.64795 2.96144 -2.20766 -0.52 2.87 0.51
S -1.89498 2.74222 -0.65751 -2.33 -2.03 -0.51
O -0.58307 3.19182 -0.72661 3.57 1.83 0.93
O -2.08822 1.34371 -0.38733 -0.15 -1.10 1.10
C -3.00211 3.67535 0.38123 -1.01 2.56 1.33
H -4.74799 2.67685 -0.40775 0.38 -0.14 -0.16
H -5.36930 4.25867 -0.16982 3.40 -0.50 -0.11
H -3.31024 4.83199 -2.05831 -0.60 2.35 -0.34
H -4.71253 3.59799 -2.60213 1.64 1.58 0.80
H -1.87825 3.38751 -2.88270 -0.71 -0.73 0.13
H -3.09085 2.05113 -2.39734 -0.19 -2.17 -1.09
H -2.69027 4.75375 0.34166 0.34 -0.93 0.20
H -3.06008 3.40697 1.48909 0.28 -0.15 -1.73
C 6.79704 -2.02310 0.54781 1.97 4.19 -2.15
C 6.83930 -0.70758 1.43999 2.92 3.44 -1.89
C 5.57884 0.13866 1.14362 0.52 -1.34 -0.11
S 4.97539 -0.50101 -0.38054 1.00 -1.72 1.56
O 5.75774 0.02419 -1.41887 1.66 1.46 -1.88
O 3.58135 -0.44857 -0.54206 -3.33 0.49 0.05
C 5.50013 -2.13793 -0.11346 -3.27 0.67 4.29
H 7.06729 -2.72760 1.17018 0.90 -4.29 2.79
H 7.62877 -1.92441 -0.19232 -0.73 -0.11 0.45
H 7.78326 -0.07939 1.04702 -2.09 -1.18 0.09
H 7.25656 -0.62587 2.46443 -1.37 -1.23 -0.06
H 5.53338 1.11037 0.79571 1.70 2.73 -0.41
H 4.90475 0.25622 1.93263 -1.51 -0.99 1.24
H 5.32020 -2.54760 -1.04404 0.04 -1.84 -1.61
H 4.70454 -2.39401 0.76123 1.43 -0.25 -2.33
C 2.76696 -0.51263 -3.74885 -1.40 -4.32 3.25
C 1.91857 -0.94558 -4.94660 -0.76 3.76 -0.69
C 0.66827 0.12696 -5.11987 0.58 -1.78 -2.30
S 1.12328 1.53107 -4.14947 -1.83 -4.34 2.91
O 0.23079 1.65029 -2.99583 -0.15 0.53 -0.87
O 1.41753 2.52514 -5.05955 0.56 4.33 -2.26
C 2.61785 0.89597 -3.45776 0.97 2.38 -4.67
H 3.78987 -0.83926 -3.80743 0.51 0.10 -0.39
H 2.42510 -1.19796 -2.71894 0.56 1.97 -2.85
H 1.40374 -1.82863 -4.77061 -0.03 -2.20 -0.31
H 2.49847 -0.74814 -5.90089 -0.69 -1.13 1.10
H -0.39549 -0.11574 -5.00984 0.46 -0.68 1.28
H 0.62706 0.18249 -6.26098 0.49 1.32 1.48
H 2.72151 1.20694 -2.50129 0.46 0.95 2.93
H 3.22644 1.55649 -4.17532 0.34 -1.11 1.41
```
Forces are in eV/Å.

=====

# 2
Formula: C47H36BiCl3NO6P2S
Source: the OMol25 dataset
Level of theory: ωB97M-V/def2-TZVPD

Net charge: -1
ΔE to the lowest compared entry with this formula, charge and spin in eV: 0.2404
E in eV: -135921.499
LUMO level in eV: 1.5677
HOMO energy in hartree: -0.21124

The geometry in XYZ format:
```
97
Properties=species:S:1:pos:R:3:forces:R:3
Bi -1.70880 -0.50877 -1.43805 0.46 0.06 0.40
O 1.45349 5.90380 -0.89140 -0.20 0.24 0.06
C 0.92825 5.65858 -2.00109 1.03 -0.82 1.57
O 0.96561 6.28812 -3.04764 -0.59 0.10 -1.10
C 0.28860 4.23470 -1.95543 -0.58 0.03 0.12
C 0.15599 3.42265 -3.06544 1.06 1.32 -1.83
C -0.36799 2.17620 -3.00901 -1.30 -1.92 0.00
N -0.83683 1.69524 -1.83218 0.15 -0.57 0.04
C -0.72754 2.45257 -0.70917 -0.60 -1.20 0.21
C -0.19020 3.69233 -0.75704 0.89 1.29 0.33
C -1.28064 1.85971 0.63168 -0.62 -0.12 -0.44
O -1.33008 2.49149 1.68644 0.60 -0.32 -1.35
O -1.76546 0.66897 0.45091 0.25 0.53 0.52
H 0.49442 3.79020 -4.05237 -0.20 -0.04 0.70
H -0.54960 1.53468 -3.92983 0.49 0.82 1.57
H -0.06923 4.24159 0.17080 -0.12 0.09 -0.15
C 2.54823 -0.67357 3.36503 -0.14 -0.90 0.01
C 2.65654 -1.16636 1.90371 -1.02 -0.25 0.90
P 1.87525 -0.07050 0.62019 0.03 -0.48 0.64
C 3.16100 1.23719 0.59899 0.32 -1.35 0.27
C 2.73374 2.50600 0.92615 -0.85 -0.59 -0.12
C 3.65429 3.51641 0.95556 0.45 0.80 0.83
C 5.01282 3.22211 0.81308 -0.35 2.95 -0.66
C 5.43299 1.97465 0.53756 2.11 -2.64 0.53
C 4.52167 0.93803 0.46940 -0.80 0.27 -0.08
C 2.32942 -1.06569 -0.83071 0.41 -0.84 1.41
C 2.07943 -0.46697 -2.03415 0.27 0.45 -1.30
C 2.26519 -1.13536 -3.22210 0.11 -2.46 0.26
C 2.58612 -2.53401 -3.19958 0.15 0.90 -0.59
C 2.92677 -3.10228 -1.97356 -0.08 -1.23 -0.64
C 2.81795 -2.38350 -0.78524 0.40 -0.46 -0.31
C 1.13615 -0.35580 3.86371 -0.41 -0.40 -0.24
P -0.13032 -1.61043 3.15647 1.14 0.31 0.94
C -1.57601 -1.10315 4.11155 0.07 0.25 -0.15
C -1.98194 0.19479 3.82959 -1.07 0.78 -0.70
C -3.19520 0.68908 4.28897 0.59 -1.59 0.75
C -3.96121 -0.11427 5.11166 -0.32 0.64 -0.21
C -3.54270 -1.36750 5.45461 0.51 -1.00 0.37
C -2.34911 -1.89432 4.93860 -0.47 -0.40 0.71
C 0.40306 -3.09513 4.09977 -0.08 0.80 1.73
C 0.49127 -4.24786 3.39186 -1.02 -0.19 -2.75
C 0.72125 -5.45368 3.95062 0.93 -2.11 1.62
C 1.05558 -5.56890 5.31751 -0.39 0.60 -1.21
C 1.01522 -4.41394 6.09175 0.38 -0.46 0.01
C 0.63541 -3.22339 5.49005 0.05 1.40 0.78
H 3.20570 0.16475 3.56100 0.11 0.42 -0.24
H 2.98441 -1.49348 3.97036 -0.35 0.28 -0.07
H 2.34221 -2.24981 1.84907 0.05 1.28 -0.09
H 3.68609 -1.10247 1.68202 1.31 -0.45 -0.36
H 1.66787 2.57487 1.18862 0.50 0.65 -0.30
H 3.32957 4.51385 1.21827 0.08 0.13 -0.23
H 5.73018 4.06306 0.77094 -0.44 -0.56 0.38
H 6.52197 1.68641 0.57383 -1.15 0.63 -0.39
H 4.83883 -0.09443 0.39776 0.11 0.04 -0.36
H 1.80044 0.58118 -2.09668 -0.14 -0.02 0.24
H 2.08393 -0.62956 -4.13383 -0.18 0.30 -0.85
H 2.62443 -3.16593 -4.13152 -0.01 0.97 1.04
H 3.24829 -4.18808 -1.96188 -0.35 1.43 0.12
H 3.20173 -2.94352 0.08833 -0.66 0.91 -0.23
H 0.77267 0.61705 3.47888 0.30 -0.31 0.33
H 1.16518 -0.35765 4.97651 -0.43 0.13 -0.70
H -1.49782 0.79922 3.07896 0.46 0.07 0.07
H -3.61219 1.62851 4.09422 0.05 1.41 -0.78
H -4.90982 0.29350 5.41624 -0.26 -0.18 0.42
H -4.11951 -1.93898 6.16947 -0.09 -0.22 -0.12
H -2.04836 -2.91907 5.21616 -0.14 0.64 -0.25
H 0.23136 -4.24952 2.30925 0.33 0.23 0.75
H 0.67535 -6.33891 3.32110 0.13 0.04 0.17
H 1.33306 -6.51948 5.72198 0.05 -0.38 0.25
H 1.33103 -4.44880 7.15059 -0.46 0.12 -0.66
H 0.53287 -2.37919 6.21473 0.06 -0.37 -1.08
Cl -1.54333 -3.42588 -8.61399 -0.01 -0.14 -0.78
C -1.57810 -2.50762 -7.16228 0.26 0.18 0.63
C -0.89044 -1.27032 -7.06131 -0.73 -0.44 -0.81
C -0.83146 -0.68098 -5.83647 0.61 1.93 -0.71
C -1.32327 -1.31235 -4.66242 0.91 0.59 0.12
O -0.93670 -0.82251 -3.54316 -0.31 0.59 0.53
C -2.07810 -2.48226 -4.79639 -0.49 0.02 -0.30
C -2.85717 -3.06671 -3.74431 -0.84 0.17 2.31
O -2.98618 -2.71688 -2.54841 0.70 -0.04 -1.74
C -2.19582 -3.05895 -6.07041 0.85 0.20 -0.33
H -0.50685 -0.78173 -7.97899 -0.17 -0.40 0.78
H -0.40613 0.37871 -5.81274 -0.44 -1.74 0.45
H -3.50972 -3.90601 -4.03381 0.23 -0.14 -0.31
H -2.61816 -4.03518 -6.17167 -0.55 -0.37 -0.02
Cl -3.32301 1.84177 -4.24980 0.11 -0.74 -1.71
C -3.53124 2.64398 -2.80382 0.16 1.17 1.45
C -3.25421 4.00402 -2.74089 0.80 -0.35 -0.60
C -3.25247 4.70925 -1.57369 -0.84 -0.73 0.54
C -3.75632 4.07390 -0.44357 -0.13 0.50 -0.58
C -4.10188 2.74976 -0.52894 0.28 -0.53 0.71
Cl -4.76735 1.99999 0.85892 -0.31 -0.19 0.64
C -3.84867 1.96233 -1.63735 -0.79 -0.93 -0.96
S -4.09820 0.18523 -1.72277 -0.13 0.60 0.03
H -2.82807 4.49011 -3.58555 0.00 0.18 -0.83
H -2.91077 5.71452 -1.62074 0.13 0.69 0.39
H -3.96868 4.57654 0.46801 0.17 0.42 0.61
```
Forces are in eV/Å.

=====

# 3
Formula: C15H50N2O9
Source: the OMol25 dataset
Level of theory: ωB97M-V/def2-TZVPD

ΔE to the lowest compared entry with this formula, charge and spin in eV: 9.6671
E in eV: -37759.774
LUMO level in eV: 0.2665
HOMO energy in hartree: -0.34581
Structure (SMILES): COC[C@H](C)N.COC[C@H](C)N.CO.CO.CO.CO.CO.CO.CO

The geometry in XYZ format:
```
76
Properties=species:S:1:pos:R:3:forces:R:3
C 3.21980 4.24627 -0.41568 -1.57 -1.55 -2.28
C 2.02720 3.53253 -1.07565 2.66 -1.15 -2.64
C 2.15749 3.66560 -2.63949 -5.13 0.86 2.26
O 2.11854 4.95929 -3.00876 -1.46 3.40 -0.05
C 1.95847 5.19384 -4.37196 5.17 0.66 -0.55
N 2.16490 2.10418 -0.85153 -0.69 -1.12 1.36
H 4.06237 3.69460 -0.78291 0.88 0.05 0.10
H 3.10503 4.16064 0.60915 0.15 0.22 2.04
H 3.16140 5.20852 -0.82413 0.53 1.75 0.00
H 1.10780 3.89406 -0.72151 -1.37 0.39 0.39
H 1.30150 3.20827 -3.17122 0.10 -0.74 0.57
H 2.99127 3.25564 -2.96737 4.33 -2.44 -1.31
H 1.79127 6.18088 -4.66743 -0.74 2.27 0.91
H 1.23514 4.73136 -4.99079 -0.53 -1.91 -0.10
H 3.10667 5.21722 -4.70691 -2.30 -1.13 -0.61
H 1.39214 1.59373 -1.22076 -2.17 0.06 0.67
H 2.69180 1.60296 -1.53376 2.32 0.53 -0.53
C -2.94982 -6.38449 -1.49117 1.06 -2.81 4.28
C -2.39987 -5.53286 -0.43722 1.20 2.75 0.95
C -2.66535 -4.04307 -0.74186 -1.33 1.04 -1.48
O -1.97304 -3.46625 -1.90020 0.78 -4.12 1.66
C -2.19677 -2.17809 -2.28574 -0.83 1.17 3.14
N -3.05596 -5.83744 0.84101 1.21 -0.92 2.00
H -3.92476 -6.25796 -1.66188 -4.67 1.00 0.93
H -2.92323 -7.44138 -1.26558 0.66 -0.37 -0.07
H -2.78375 -6.19706 -2.42032 3.16 1.06 -5.90
H -1.31674 -5.50332 -0.19483 -0.20 -0.86 -1.12
H -2.62852 -3.44711 0.14481 1.21 0.67 0.81
H -3.69963 -3.85742 -0.99481 -0.92 -0.57 -0.22
H -3.32552 -1.99067 -2.07404 1.47 0.28 -1.66
H -1.64747 -2.17454 -3.23628 -1.03 1.08 -0.10
H -1.70071 -1.52817 -1.47840 -0.35 -0.12 -1.42
H -2.80116 -5.09547 1.52903 -0.40 -0.49 -0.73
H -2.48482 -6.64994 1.25504 -1.41 1.25 -0.86
C -2.35567 2.75105 0.53569 -0.69 -0.82 -5.79
O -3.46594 2.57883 -0.31871 -3.49 0.14 0.17
H -1.42233 2.55421 0.08940 0.95 0.69 -0.76
H -2.48076 2.07688 1.18440 -0.03 -7.17 4.62
H -2.51840 3.34755 1.26887 -0.15 6.63 3.52
H -4.36778 2.45488 0.23162 3.48 0.47 -1.76
C 1.19279 -3.58505 -1.61503 -3.02 -1.13 1.13
O 0.40657 -4.81159 -1.90492 4.97 -0.75 0.39
H 0.39209 -2.99486 -1.14753 0.86 0.38 1.00
H 1.23158 -3.04954 -2.51309 1.40 0.61 -1.64
H 2.11276 -3.69524 -0.99043 -0.95 -0.22 -0.83
H -0.46135 -4.53020 -1.92278 -2.89 1.09 -0.22
C -2.33837 -0.23870 3.80722 4.28 1.95 3.01
O -1.73975 -1.05406 2.92937 -1.45 -3.56 -0.98
H -2.07788 0.79894 3.54480 -0.96 0.10 0.28
H -1.91290 -0.40114 4.87155 -0.54 0.34 -1.12
H -3.27869 -0.53862 3.83752 -4.74 -0.30 0.30
H -1.03248 -0.60683 2.58538 3.18 1.34 -1.16
C 2.87624 2.87671 3.10911 6.49 -6.57 1.13
O 2.92321 1.64275 2.22470 1.13 0.84 2.40
H 2.62347 3.67098 2.66225 -1.85 5.98 -3.56
H 3.85027 3.00797 3.77577 -1.76 -0.36 -1.85
H 2.19129 2.46750 3.66922 -3.87 -0.72 3.91
H 2.77084 1.82287 1.32197 -0.21 0.78 -2.11
C 1.13809 0.65500 5.75702 -0.42 1.27 -2.32
O 1.06551 1.35581 6.99842 -0.05 -0.73 -0.49
H 0.53374 1.23307 4.84885 1.46 -1.44 2.32
H 0.75124 -0.37150 5.78693 -0.03 0.32 0.27
H 2.20567 0.63051 5.47269 -0.49 -0.16 -0.13
H 0.47952 2.07556 6.82051 -0.50 0.70 0.31
C 0.44971 -0.45046 0.88825 -5.00 -4.25 3.18
O 0.67001 -0.04013 2.22815 -1.40 -0.05 -0.20
H 1.10006 -0.23031 0.18256 3.56 0.98 -2.84
H -0.57107 -0.22325 0.45752 0.81 1.00 0.84
H 0.19716 -1.61878 0.97429 1.40 2.00 -0.47
H 1.47165 0.42141 2.47326 0.83 0.45 -0.87
C 0.58494 0.01584 -3.62278 -1.09 2.62 -1.43
O 0.20081 0.37250 -2.30604 -2.21 0.63 -0.49
H -0.14046 -0.23410 -4.42163 -0.69 -0.19 1.13
H 1.20565 -0.78111 -3.53128 2.12 -2.22 0.13
H 1.06082 0.87699 -4.10969 0.59 -0.15 0.24
H -0.63751 0.90332 -2.38028 1.17 -0.75 0.33
```
Forces are in eV/Å.

=====

# 4
Formula: C6H7N3O
Source: the OMol25 dataset
Level of theory: ωB97M-V/def2-TZVPD

ΔE to the lowest compared entry with this formula, charge and spin in eV: 3.0507
E in eV: -12850.026
LUMO level in eV: 0.7274
HOMO energy in hartree: -0.33910
Structure (SMILES): NC(=O)Nc1ccccn1

The geometry in XYZ format:
```
17
Properties=species:S:1:pos:R:3:forces:R:3
C 0.06601 -2.28728 -0.94867 2.16 7.49 5.58
C 1.11602 -2.70914 -0.06532 -4.63 -8.60 -9.98
C 1.54585 -2.02098 0.85846 4.36 5.12 6.78
C 0.21079 -0.25340 0.29873 -0.79 1.09 0.31
C -0.41854 -0.94130 -0.79577 8.62 -6.00 6.13
C -0.80036 1.99088 -0.24453 -0.03 -0.31 3.02
H -0.45728 -2.73129 -1.60269 -2.93 -4.42 -4.86
H 1.42268 -3.81728 -0.39675 -0.04 2.54 1.46
H 2.43631 -2.46084 1.37722 -1.01 1.05 0.35
H -1.07984 -0.52132 -1.28497 -6.33 3.74 -4.89
H -0.60735 0.98760 1.84938 1.51 0.99 -4.90
H -1.59782 3.99432 -0.17748 1.59 -3.44 2.07
H -0.75135 3.30375 1.14213 5.06 2.52 8.31
N 1.10571 -0.73908 1.12711 0.34 -1.00 -0.50
N -0.22593 1.08532 0.69024 -1.16 -1.79 3.20
N -1.20597 3.10543 0.42966 -6.72 1.51 -10.04
O -0.92509 1.80134 -1.40666 -0.01 -0.48 -2.03
```
Forces are in eV/Å.

=====

- What is the HOMO energy in the second record?
  -0.21124 hartree